[1]
The following is a quantum chemistry calculation of a structure of composition C42H63BClN8O5S4Sr in a non-equilibrium geometry, from OMol25.

CARTESIAN COORDINATES (ANGSTROEM)
Sr (-1.4732, 1.1222, -1.9201)
C (3.0596, -0.6792, -1.5436)
C (1.8776, -1.0992, -0.7380)
C (1.4728, -2.3877, -0.6650)
C (0.3562, -2.7472, 0.1430)
N (-0.2884, -1.8611, 0.8226)
N (0.0899, -0.5594, 0.7622)
B (-0.6440, 0.2675, 1.8363)
N (-1.7281, -0.5716, 2.5099)
N (-1.3005, -1.1396, 3.6493)
C (-2.1077, -1.9217, 4.2996)
C (-3.4261, -2.1591, 3.8307)
C (-3.8620, -1.5965, 2.6744)
C (-5.2329, -1.8227, 2.1337)
C (-2.9333, -0.7738, 1.9509)
S (-3.3378, -0.0958, 0.4502)
C (-1.5968, -2.5583, 5.5797)
C (-0.1211, -2.2322, 5.7980)
C (-2.4199, -2.0170, 6.7569)
C (-1.7684, -4.0804, 5.4890)
N (0.3607, 0.8769, 2.8482)
N (1.4163, 0.3609, 3.4479)
C (2.1564, 1.2109, 4.1170)
C (1.8267, 2.5951, 4.1804)
C (0.7472, 3.1146, 3.5197)
C (0.3617, 4.5542, 3.5003)
C (0.0176, 2.1513, 2.8010)
S (-1.2966, 2.1650, 1.6686)
C (3.3960, 0.6807, 4.8154)
C (3.2567, 0.9291, 6.3225)
C (4.6241, 1.4236, 4.2730)
C (3.5612, -0.8160, 4.5627)
C (1.1448, -0.1080, 0.0293)
S (1.6073, 1.5078, 0.0098)
C (-0.1008, -4.1910, 0.2631)
C (1.0391, -5.0143, 0.8759)
C (-0.4371, -4.7370, -1.1301)
C (-1.3393, -4.2919, 1.1511)
H (3.5365, -1.5473, -1.9965)
H (3.7770, -0.1514, -0.9146)
H (2.7495, 0.0194, -2.3199)
H (2.0071, -3.1560, -1.2096)
H (-4.0895, -2.7954, 4.4020)
H (-5.8235, -2.4206, 2.8253)
H (-5.1798, -2.3321, 1.1701)
H (-5.7339, -0.8724, 1.9490)
H (0.0436, -1.1576, 5.8820)
H (0.4918, -2.5910, 4.9701)
H (0.2190, -2.7103, 6.7180)
H (-2.3111, -0.9348, 6.8462)
H (-2.0770, -2.4721, 7.6871)
H (-3.4817, -2.2444, 6.6486)
H (-1.2418, -4.4880, 4.6240)
H (-2.8168, -4.3738, 5.4196)
H (-1.3569, -4.5487, 6.3841)
H (2.4734, 3.2519, 4.7483)
H (1.1641, 5.1766, 3.8913)
H (-0.5317, 4.7220, 4.1047)
H (0.1266, 4.8752, 2.4836)
H (3.1655, 1.9908, 6.5590)
H (4.1399, 0.5542, 6.8414)
H (2.3841, 0.4136, 6.7279)
H (4.5984, 2.4901, 4.5029)
H (4.7046, 1.3097, 3.1905)
H (5.5282, 1.0151, 4.7262)
H (2.7072, -1.3820, 4.9340)
H (4.4579, -1.1685, 5.0739)
H (3.6636, -1.0311, 3.4987)
H (1.9209, -5.0346, 0.2332)
H (0.7134, -6.0459, 1.0188)
H (1.3368, -4.6148, 1.8476)
H (0.4164, -4.6882, -1.8090)
H (-1.2604, -4.1799, -1.5771)
H (-0.7318, -5.7846, -1.0502)
H (-1.1364, -3.9250, 2.1583)
H (-1.6525, -5.3352, 1.2185)
H (-2.1643, -3.7051, 0.7441)
O (-1.4200, -1.5165, -2.0227)
H (-0.9135, -1.6049, -2.8432)
H (-2.3432, -1.6534, -2.2765)
O (-3.2266, 2.8877, -0.8922)
H (-3.8717, 2.4846, -0.2947)
H (-2.8830, 3.6516, -0.4094)
Cl (-4.8341, 0.9227, -6.0615)
C (-4.1791, 2.1826, -4.9971)
C (-3.0321, 1.6846, -4.1312)
O (-2.1082, 2.5023, -3.8902)
O (-3.0717, 0.5177, -3.6587)
H (-4.9844, 2.5224, -4.3473)
H (-3.8439, 3.0131, -5.6097)
C (1.2675, 2.2017, -7.5139)
N (1.6702, 1.9844, -6.1300)
N (0.9775, 1.0317, -5.3964)
C (0.9610, 1.3884, -4.0736)
O (0.5005, 0.6261, -3.1973)
C (1.5706, 2.6756, -4.0060)
C (1.9550, 3.0064, -5.2716)
C (2.5448, 4.2726, -5.7817)
C (0.7457, -0.2803, -5.8947)
C (-0.5169, -0.8355, -5.7289)
C (-0.7453, -2.1255, -6.1848)
C (0.2694, -2.8358, -6.8142)
C (1.5199, -2.2619, -6.9851)
C (1.7693, -0.9802, -6.5156)
H (1.0125, 1.2421, -7.9550)
H (2.1092, 2.6164, -8.0625)
H (0.4058, 2.8693, -7.5770)
H (1.7234, 3.2348, -3.1004)
H (2.9346, 4.8574, -4.9519)
H (1.7899, 4.8719, -6.2947)
H (3.3575, 4.0786, -6.4808)
H (-1.3094, -0.2629, -5.2627)
H (-1.7276, -2.5643, -6.0677)
H (0.0802, -3.8360, -7.1802)
H (2.3064, -2.8163, -7.4792)
H (2.7451, -0.5237, -6.6219)
C (-1.2250, 5.2622, -2.5935)
S (-0.6455, 4.4824, -1.0794)
C (0.9995, 5.1967, -0.9865)
H (-1.2943, 6.3437, -2.4859)
H (-2.2071, 4.8509, -2.8183)
H (-0.5719, 5.0062, -3.4277)
H (1.5671, 4.9853, -1.8919)
H (1.5194, 4.7413, -0.1443)
H (0.9580, 6.2750, -0.8382)

Cartesian forces (eV/Å) of the 3 atoms listed first:
0.335 0.336 1.074
0.031 -0.007 0.012
-0.141 -0.042 0.094

Summary:
frontier orbital gap = 7.72 eV
LUMO = -2.394 eV
E_tot = -4561.0970 Eh
net charge = +1
energy relative to the best compared isomer or geometry (same formula, charge and spin) = 0.219 eV

[2]
The following is a quantum chemistry calculation of a cluster of 11 separate species, C51H125N11O5 in total in a non-equilibrium geometry, from OMol25.

CARTESIAN COORDINATES (ANGSTROEM)
C (-5.9433, 5.1129, -1.7775)
C (-5.9364, 3.6720, -1.1173)
N (-4.9092, 3.4751, -0.0772)
C (-4.9347, 2.0700, 0.3093)
C (-4.3333, 1.1439, -0.7410)
C (-5.1907, 4.2945, 1.1030)
C (-3.8341, 4.6517, 1.7720)
H (-4.9574, 5.1808, -2.2373)
H (-6.0468, 5.8804, -1.0105)
H (-6.7617, 5.1987, -2.4923)
H (-6.9123, 3.4094, -0.7087)
H (-5.7245, 3.0146, -1.9605)
H (-4.3369, 1.9841, 1.2166)
H (-5.9271, 1.7075, 0.5777)
H (-4.3701, 0.1254, -0.3545)
H (-4.8390, 1.1981, -1.7050)
H (-3.2814, 1.3757, -0.9083)
H (-5.7819, 3.7957, 1.8710)
H (-5.6726, 5.2473, 0.8841)
H (-4.0656, 5.0662, 2.7532)
H (-3.3028, 5.3817, 1.1614)
H (-3.2693, 3.7517, 2.0150)
C (3.0305, 0.2593, 9.3453)
C (1.7729, -0.0014, 8.4773)
N (2.0694, -0.6481, 7.2086)
C (2.5477, -1.9948, 7.2708)
C (1.6255, -3.0342, 7.8174)
C (0.8525, -0.5269, 6.3541)
C (1.0589, -0.6870, 4.8297)
H (3.5715, -0.6453, 9.6232)
H (2.6611, 0.6316, 10.3008)
H (3.7610, 0.9075, 8.8613)
H (0.9458, -0.4842, 8.9978)
H (1.4222, 0.9971, 8.2164)
H (2.8709, -2.2127, 6.2529)
H (3.4548, -2.0409, 7.8735)
H (1.0230, -2.7189, 8.6693)
H (0.9568, -3.2278, 6.9787)
H (1.9950, -4.0495, 7.9615)
H (0.4409, 0.4764, 6.4637)
H (0.1451, -1.2794, 6.7024)
H (1.8814, -0.1208, 4.3926)
H (0.2201, -0.2611, 4.2790)
H (1.1554, -1.7217, 4.5006)
C (0.8602, 0.9882, -1.9117)
C (1.3217, 0.3012, -0.5689)
N (0.3474, -0.7160, -0.2125)
C (0.9691, -1.5401, 0.8560)
C (0.2140, -2.7812, 1.1437)
C (-1.0097, -0.2263, 0.0137)
C (-1.2780, 0.5543, 1.3157)
H (0.1912, 1.8275, -1.7218)
H (0.4405, 0.2506, -2.5958)
H (1.7004, 1.4205, -2.4551)
H (2.3422, -0.0726, -0.6533)
H (1.2773, 1.1188, 0.1505)
H (1.9546, -1.8569, 0.5149)
H (1.1327, -0.9417, 1.7523)
H (0.6971, -3.3790, 1.9165)
H (-0.7975, -2.5531, 1.4797)
H (0.1474, -3.5230, 0.3478)
H (-1.6173, -1.1299, 0.0646)
H (-1.4430, 0.4068, -0.7607)
H (-2.3363, 0.7752, 1.4552)
H (-0.6641, 1.4512, 1.3977)
H (-1.0439, -0.0434, 2.1966)
C (0.6661, 4.6467, 0.2746)
C (-0.3372, 5.7076, -0.2169)
N (-0.8587, 5.3796, -1.5533)
C (-1.9739, 4.4166, -1.4666)
C (-2.1184, 3.6791, -2.8033)
C (-1.3622, 6.6198, -2.1249)
C (-0.2866, 7.5618, -2.6055)
H (1.1407, 4.9143, 1.2187)
H (1.4748, 4.4231, -0.4212)
H (0.1604, 3.6852, 0.3627)
H (-1.1442, 5.7665, 0.5134)
H (0.1684, 6.6715, -0.1595)
H (-2.8618, 4.9374, -1.1083)
H (-1.7189, 3.6090, -0.7804)
H (-2.9137, 2.9347, -2.7684)
H (-1.2328, 3.1484, -3.1529)
H (-2.3381, 4.3534, -3.6310)
H (-1.9797, 6.4731, -3.0111)
H (-2.0255, 7.1110, -1.4130)
H (0.2203, 8.0157, -1.7539)
H (0.3463, 7.0312, -3.3169)
H (-0.8261, 8.2814, -3.2212)
C (-3.1589, 1.1506, -5.3327)
C (-2.6758, 0.2603, -4.1843)
N (-2.4258, -1.1501, -4.5707)
C (-1.5680, -1.3112, -5.8095)
C (-0.1848, -0.7491, -5.6212)
C (-1.8436, -1.9376, -3.4447)
C (-2.8007, -2.1436, -2.2408)
H (-3.6860, 0.5313, -6.0585)
H (-2.2563, 1.5255, -5.8153)
H (-3.8314, 1.9128, -4.9392)
H (-1.7593, 0.6157, -3.7134)
H (-3.4822, 0.3597, -3.4578)
H (-1.4802, -2.3765, -6.0231)
H (-1.9362, -0.7879, -6.6919)
H (0.3824, -1.5469, -5.1416)
H (0.3186, -0.5241, -6.5614)
H (-0.2526, 0.1003, -4.9415)
H (-0.9804, -1.3983, -3.0547)
H (-1.5231, -2.8945, -3.8567)
H (-2.2887, -2.7686, -1.5091)
H (-3.7315, -2.6743, -2.4406)
H (-2.9245, -1.1686, -1.7694)
C (7.3103, -4.1051, -2.9495)
C (6.9566, -3.7443, -1.4675)
N (6.5520, -2.3468, -1.2924)
C (6.5134, -1.9486, 0.1307)
C (7.8287, -1.9914, 0.8185)
C (5.2465, -2.0577, -1.9762)
C (4.9710, -0.5917, -2.0014)
H (6.3879, -3.9535, -3.5101)
H (7.5151, -5.1756, -2.9437)
H (8.0806, -3.4535, -3.3622)
H (6.2957, -4.5206, -1.0818)
H (7.8774, -3.8820, -0.9005)
H (6.2417, -0.9039, 0.2817)
H (5.6796, -2.4457, 0.6266)
H (7.8134, -1.3773, 1.7189)
H (8.1457, -3.0186, 0.9987)
H (8.5505, -1.5357, 0.1408)
H (4.3976, -2.5629, -1.5154)
H (5.2442, -2.3574, -3.0242)
H (5.8576, -0.0046, -2.2407)
H (4.5345, -0.3035, -1.0452)
H (4.2625, -0.3764, -2.8013)
C (-2.8272, -9.1541, 1.7019)
N (-1.9977, -7.9965, 1.7444)
C (-2.4240, -6.7595, 1.9895)
C (-1.3926, -5.6829, 1.7460)
O (-3.6044, -6.4488, 2.3132)
H (-3.8970, -8.9450, 1.7007)
H (-2.6735, -9.8521, 2.5249)
H (-2.5982, -9.7008, 0.7872)
H (-1.0256, -8.1198, 1.4996)
H (-1.9040, -4.7209, 1.7794)
H (-0.8302, -5.8307, 0.8240)
H (-0.7592, -5.6479, 2.6324)
C (-4.5602, 0.0830, 4.0514)
N (-3.7804, -1.1220, 3.7306)
C (-2.8138, -1.6388, 4.5232)
C (-2.0562, -2.8059, 4.0284)
O (-2.5980, -1.2014, 5.6548)
H (-5.6380, -0.0553, 4.1365)
H (-4.4645, 0.7755, 3.2151)
H (-4.2420, 0.5138, 5.0007)
H (-3.9910, -1.5817, 2.8563)
H (-1.0301, -2.4946, 3.8325)
H (-2.4447, -3.2980, 3.1367)
H (-2.0029, -3.5226, 4.8479)
C (3.8393, -4.2099, -5.9392)
N (2.9958, -4.0829, -4.8034)
C (2.6673, -2.9228, -4.1947)
C (1.7440, -2.9829, -2.9853)
O (3.0993, -1.8667, -4.5411)
H (4.7423, -4.7813, -5.7242)
H (4.2551, -3.2437, -6.2249)
H (3.2534, -4.6810, -6.7285)
H (2.5011, -4.9191, -4.5273)
H (1.7236, -4.0410, -2.7243)
H (0.7214, -2.7255, -3.2612)
H (2.1133, -2.4248, -2.1250)
C (-0.7327, 5.0968, 3.8911)
N (-1.9114, 4.8205, 4.6787)
C (-2.3247, 3.6467, 5.1329)
C (-1.4923, 2.3582, 5.1149)
O (-3.4262, 3.5761, 5.6326)
H (0.1218, 5.2215, 4.5564)
H (-0.8938, 6.0166, 3.3289)
H (-0.5644, 4.2148, 3.2732)
H (-2.5401, 5.5999, 4.8107)
H (-0.7665, 2.4803, 5.9188)
H (-1.0139, 2.3202, 4.1363)
H (-2.0977, 1.4595, 5.2335)
C (3.5642, -0.5173, -8.0405)
N (3.3057, 0.0342, -6.7275)
C (3.2721, 1.2747, -6.3811)
C (2.7664, 1.5559, -4.9337)
O (3.5854, 2.1964, -7.1313)
H (3.4424, 0.2319, -8.8227)
H (2.8403, -1.2870, -8.3081)
H (4.6081, -0.8230, -8.1105)
H (3.2564, -0.6786, -6.0135)
H (1.7786, 2.0127, -4.8731)
H (3.4642, 2.2319, -4.4396)
H (2.7474, 0.6252, -4.3667)

Cartesian forces (eV/Å) of the 3 atoms listed first:
0.393 -1.528 1.278
0.149 1.266 -0.706
-1.374 0.147 -0.521

Summary:
frontier orbital gap = 8.27 eV
LUMO = 0.079 eV
structure (SMILES) = CCN(CC)CC.CCN(CC)CC.CCN(CC)CC.CCN(CC)CC.CCN(CC)CC.CCN(CC)CC.CNC(C)=O.CNC(C)=O.CNC(C)=O.CNC(C)=O.CNC(C)=O
E_tot = -2996.5929 Eh
net charge = 0
energy relative to the best compared isomer or geometry (same formula, charge and spin) = 3.989 eV

[3]
The following is a quantum chemistry calculation of the molecule C3H5N3O in a non-equilibrium geometry, from OMol25.

CARTESIAN COORDINATES (ANGSTROEM)
N (-0.2784, -1.4254, 1.5797)
C (-0.1777, -0.6295, 0.4655)
C (-0.6739, 0.6595, 0.3113)
N (-0.6433, 0.8699, -1.0669)
C (0.3282, -0.0073, -1.4571)
O (1.4511, 0.7258, -1.7621)
N (0.4670, -1.0490, -0.6525)
H (-0.4273, -0.9271, 2.4430)
H (0.3967, -2.1740, 1.6282)
H (-1.2268, 1.2726, 0.9949)
H (-0.5924, 1.7772, -1.5047)
H (1.4523, 1.1393, -0.8442)

Cartesian forces (eV/Å) of the 3 atoms listed first:
-0.116 -0.189 0.128
-0.155 0.068 0.191
-1.080 -0.475 0.191

Summary:
frontier orbital gap (alpha / beta) = 8.25 / 8.24 eV
LUMO (alpha / beta) = 0.379 / 0.378 eV
structure (SMILES) = Nc1c[nH]c(O)n1
E_tot = -356.7423 Eh
net charge = 0
energy relative to the best compared isomer or geometry (same formula, charge and spin) = 3.130 eV